Formula: C24H18BBrCl3F4GeN4OPRe
Source: OMol25
Level of theory: ωB97M-V with the def2-TZVPD basis set

ORCA input file:
```
! wB97M-V def2-TZVPD RIJCOSX def2/J DEFGRID3
* xyz 1 1
Re 1.2986 -1.7725 -0.5775
Br -0.7673 -3.2311 -0.5775
Ge 3.8675 -1.7725 -0.5775
Cl 4.5893 -1.3887 1.4276
Cl 4.5893 -3.7009 -1.2477
Cl 4.5893 -0.2279 -1.9124
P -0.6780 -0.3789 -0.5775
F -3.6921 -4.4004 -0.5306
F -6.0162 -2.9743 -0.5833
F -3.5803 1.0610 -0.7248
F -5.9434 -0.2503 -0.6825
O 1.8265 -3.3973 -0.5775
N 1.6403 -0.7216 2.3381
N 2.1998 1.0004 0.5276
N 1.9177 0.1330 -0.4327
N 1.3433 -1.6348 1.4261
C 2.5800 2.1701 -0.0194
C -3.5778 -0.2758 -0.6446
C -0.4732 2.1885 -4.4395
C -0.6283 0.6794 -2.0541
C -0.7258 2.1048 3.3351
C -1.0491 0.9240 -4.4544
C -0.0127 1.9380 -2.0750
C 0.0486 2.6936 -3.2519
C 1.0478 -2.5447 3.4320
C -0.1297 0.8500 3.2743
C -4.7991 -0.9480 -0.6353
C 1.4714 -1.2418 3.5681
C -1.1191 0.1767 -3.2756
C 0.9778 -2.7595 2.0712
C -3.6556 -3.0617 -0.5569
C 2.5377 2.0408 -1.3894
C -1.3072 1.9307 0.9918
C -2.4449 -2.3821 -0.5641
C -0.7082 0.6680 0.9053
C 2.1170 0.7466 -1.6153
C -1.3128 2.6456 2.1945
C -4.8374 -2.3355 -0.5868
C -2.3813 -0.9899 -0.5941
C -0.1206 0.1404 2.0706
B 2.1083 0.7181 2.0415
H 0.3263 0.4187 4.1617
H 1.3374 1.4842 2.5318
H -1.7841 3.6243 2.2387
H 0.8193 -3.2478 4.2216
H -0.4149 2.7716 -5.3547
H 0.6796 -3.6765 1.5814
H 2.8675 3.0546 0.5352
H 1.6429 -0.7144 4.4982
H 2.7817 2.7917 -2.1287
H -1.4332 0.5099 -5.3832
H 0.5185 3.6738 -3.2410
H 0.4432 2.3518 -1.1786
H -0.7361 2.6589 4.2699
H -1.5462 -0.8221 -3.3368
H 1.9654 0.2808 -2.5796
H 3.1825 0.8844 2.5316
H 0.3508 -0.8416 2.0568
H -1.7910 2.3807 0.1280
*
```

For the gap between HOMO and LUMO (alpha / beta), the calculation gives 5.06 / 5.06 eV. As for the highest occupied orbital energy (alpha / beta): -10.7 / -10.7 eV. For the total energy, the calculation gives -8094.634681 hartree. The largest force on an atom is 8.3 eV/A.



Formula: C24H18BNO10S
Source: OMol25
Level of theory: ωB97M-V with the def2-TZVPD basis set

ORCA input file:
```
! wB97M-V def2-TZVPD RIJCOSX def2/J DEFGRID3
* xyz 0 1
S -0.7499 2.0386 3.6383
O 5.5599 -1.5105 3.9115
O 0.6672 0.3454 -3.7609
O -3.8169 2.3861 -9.3792
O 5.8233 -0.4084 6.1665
O 1.8047 -1.1727 1.4789
O -2.2678 1.9689 -4.9573
O -1.5155 -0.6259 -5.2974
O 0.6133 1.1993 0.8657
O 1.7769 -2.0619 -3.1406
O -3.1460 -0.2334 -9.6925
N -0.1210 0.0150 5.9493
C -2.0664 -1.7316 5.3274
C 0.6135 0.8442 -1.4640
C -2.0879 0.0671 -6.3202
C 3.6558 0.1415 4.6066
C 2.2094 1.8117 3.0855
C 1.5328 -1.3199 -2.2042
C 1.8295 -1.6832 -0.8152
C 0.9144 0.0114 -2.4623
C -3.2774 -2.1599 4.4227
C 2.4481 -0.2861 5.4915
C -2.3048 -0.5028 -7.5078
C -1.7653 0.4896 3.9020
C 1.5321 -0.8492 0.1847
C -3.7742 -1.2257 3.2580
C -1.2684 -0.4039 5.1051
C 3.5861 1.1534 3.4365
C -2.9917 0.1150 3.0122
C -2.9197 0.2583 -8.6000
C 0.8881 0.4715 -0.0718
C 1.0732 0.3652 5.1469
C -3.2696 1.6851 -8.3479
C 0.9801 1.3927 3.9512
C -2.4631 1.4866 -6.0594
C -3.0561 2.2542 -7.1597
B 5.0878 -0.5917 4.9478
H 2.2946 -2.6447 -0.6434
H 2.0745 2.5439 2.2176
H 4.7079 -1.8487 3.5296
H 6.1208 -1.3233 6.4093
H 0.9713 -0.4203 -4.2887
H -0.3860 0.9036 6.4243
H 0.1624 1.8122 -1.6380
H -3.8688 1.7547 -10.1235
H -3.3098 0.8393 2.1746
H 1.4960 -0.4100 2.0115
H -3.3075 3.2878 -6.9631
H -3.8415 -3.1483 4.5635
H -1.4684 0.0041 -4.5503
H -4.6532 -1.5399 2.6017
H 4.5016 1.4271 2.7959
H -2.0394 -1.5321 -7.7093
H -1.7351 -2.4047 6.1910
H 2.5465 -1.0351 6.3494
*
```

For the gap between HOMO and LUMO, the calculation gives 6.68 eV. As for the highest occupied orbital energy: -8.3 eV. The structure (SMILES) is OB(O)c1ccc2c(c1)Nc1ccccc1S2.O=C1C=C(O)C(=O)C=C1O.O=C1C=C(O)C(=O)C=C1O. For the total energy, the calculation gives -2155.352128 hartree. The largest force on an atom is 4.9 eV/A.



Formula: C24H18BrCl5N4Sm
Source: OMol25
Level of theory: ωB97M-V with the def2-TZVPD basis set

ORCA input file:
```
! wB97M-V def2-TZVPD RIJCOSX def2/J DEFGRID3
* xyz 1 6
Sm -5.3598 -4.5825 17.7746
Br -8.0618 -5.4276 18.5043
Cl -8.3206 -1.5430 17.4793
Cl -6.2331 -4.8817 12.5868
Cl -9.0959 -0.7016 14.6033
Cl -6.0865 -6.2232 15.5596
Cl -7.6484 -2.1368 12.2458
N -4.1021 -1.6764 16.3631
N -3.8862 -3.0030 16.6357
N -4.2041 -6.6208 18.6144
N -3.3475 -5.4871 18.7499
C -5.1632 -2.3124 20.2802
C -2.1830 -4.3008 20.6360
C -7.8243 -2.1353 21.1945
C -6.8301 -1.2743 21.6682
C -5.5372 -1.3324 21.2115
C -7.8609 -2.5226 16.1421
C -8.3816 -4.1228 19.8933
C -2.5426 -3.1790 16.5912
C -3.1392 -5.3144 20.0572
C -5.7024 -7.9599 20.1209
C -9.6970 -4.1124 20.3975
C -1.9147 -1.9431 16.3401
C -7.5261 -2.7937 13.7935
C -9.1751 -2.0585 21.6485
C -3.9342 -6.2067 20.7874
C -2.9431 -1.0026 16.2406
C -7.4177 -3.2007 20.3031
C -6.8996 -4.0351 13.9572
C -6.1116 -3.1974 19.8554
C -7.1462 -3.7284 16.3294
C -4.6208 -7.0026 19.8722
C -8.0582 -2.0363 14.8531
C -10.0765 -3.0641 21.2968
C -6.7576 -4.5378 15.2898
H -2.9135 0.1214 16.2148
H -11.0835 -3.0089 21.6156
H -9.4236 -1.2618 22.3345
H -5.9236 -8.5444 19.2206
H -5.0418 -1.3743 16.1775
H -2.0987 -4.1293 16.7919
H -0.8441 -1.7779 16.3599
H -4.1267 -2.2822 19.9463
H -7.0578 -0.3982 22.3550
H -1.9862 -3.4436 20.0255
H -2.5141 -3.9055 21.6364
H -1.2377 -4.8107 20.9028
H -5.3374 -8.5939 20.9539
H -10.4882 -4.7558 20.0696
H -4.1174 -6.2714 21.8562
H -4.7908 -0.5739 21.5942
H -3.9403 -7.3059 17.8958
H -6.6772 -7.4775 20.3422
*
```

For the gap between HOMO and LUMO (alpha / beta), the calculation gives 6.82 / 7.18 eV. The expectation value of S² is 8.778. As for the highest occupied orbital energy (alpha / beta): -10.2 / -10.3 eV. For the total energy, the calculation gives -6677.022467 hartree. The largest force on an atom is 4.2 eV/A.



Formula: C24H18CrF4N4OS
Source: OMol25
Level of theory: ωB97M-V with the def2-TZVPD basis set

ORCA input file:
```
! wB97M-V def2-TZVPD RIJCOSX def2/J DEFGRID3
* xyz 1 2
Cr -0.8920 -0.3168 -1.0855
S -1.7885 -1.7835 -2.6211
F -2.1758 -4.9896 -3.0579
F -4.0870 -3.9800 -2.8915
F -3.7620 -5.8571 -1.8670
F -2.3445 0.5195 -0.6918
O 0.3522 2.0041 -2.8041
N -0.8127 2.7250 0.1124
N -1.5679 -2.0435 -0.1167
N 0.2751 0.0900 0.6220
N 1.0257 -1.3162 -1.4521
C 1.0642 -1.3708 -3.9231
C 1.4637 -1.8912 -2.5806
C -2.6714 4.1039 0.6753
C -0.1418 1.1998 -2.1945
C -1.6345 3.7329 -0.1804
C -1.4095 4.4462 -1.4762
C -2.8594 3.4156 1.8567
C -1.9986 2.3752 2.1689
C 1.8782 -0.9085 2.0900
C 1.5394 -0.0083 3.0880
C -1.6861 -2.5274 1.1182
C 2.3645 -2.9581 -2.5369
C -3.1850 -4.7013 -2.2128
C -2.2959 -3.7419 1.3584
C 2.8242 -3.4270 -1.3278
C 0.5843 0.9536 2.8183
C -0.9956 2.0710 1.2603
C 1.5697 -1.6966 -0.2766
C -2.7871 -4.4623 0.2696
C 1.2210 -0.8321 0.8682
C -2.0613 -2.7075 -1.1712
C -0.0274 0.9886 1.5661
C 2.4430 -2.7673 -0.1687
C -2.6742 -3.9532 -1.0091
H -1.7907 3.8459 -2.3034
H 2.0359 -0.0392 4.0462
H 3.4934 -4.2721 -1.2810
H 0.6463 -2.1728 -4.5296
H -0.3477 4.6114 -1.6368
H 2.6823 -3.4047 -3.4664
H 0.3367 -0.5691 -3.8723
H -3.2625 -5.4217 0.4194
H 1.9575 -0.9968 -4.4252
H -1.9244 5.4043 -1.4964
H -3.3182 4.9250 0.4041
H -2.1163 1.8066 3.0797
H 2.8247 -3.0804 0.7891
H 2.6539 -1.6397 2.2527
H 0.3283 1.7072 3.5476
H -2.3896 -4.1218 2.3637
H -1.2780 -1.9162 1.9138
H -3.6614 3.6838 2.5296
*
```

The calculation puts the energy above the lowest of the compared OMol25 structures with the same formula, charge and spin at 0.0000 eV. For the gap between HOMO and LUMO (alpha / beta), the calculation gives 7.51 / 7.68 eV. The expectation value of S² is 0.764. As for the highest occupied orbital energy (alpha / beta): -11.4 / -11.4 eV. For the total energy, the calculation gives -3061.675882 hartree. The largest force on an atom is 0.6 eV/A.



What did the first record say?
Formula: C24H18BBrCl3F4GeN4OPRe
Source: OMol25
Level of theory: ωB97M-V with the def2-TZVPD basis set

ORCA input file:
```
! wB97M-V def2-TZVPD RIJCOSX def2/J DEFGRID3
* xyz 1 1
Re 1.2986 -1.7725 -0.5775
Br -0.7673 -3.2311 -0.5775
Ge 3.8675 -1.7725 -0.5775
Cl 4.5893 -1.3887 1.4276
Cl 4.5893 -3.7009 -1.2477
Cl 4.5893 -0.2279 -1.9124
P -0.6780 -0.3789 -0.5775
F -3.6921 -4.4004 -0.5306
F -6.0162 -2.9743 -0.5833
F -3.5803 1.0610 -0.7248
F -5.9434 -0.2503 -0.6825
O 1.8265 -3.3973 -0.5775
N 1.6403 -0.7216 2.3381
N 2.1998 1.0004 0.5276
N 1.9177 0.1330 -0.4327
N 1.3433 -1.6348 1.4261
C 2.5800 2.1701 -0.0194
C -3.5778 -0.2758 -0.6446
C -0.4732 2.1885 -4.4395
C -0.6283 0.6794 -2.0541
C -0.7258 2.1048 3.3351
C -1.0491 0.9240 -4.4544
C -0.0127 1.9380 -2.0750
C 0.0486 2.6936 -3.2519
C 1.0478 -2.5447 3.4320
C -0.1297 0.8500 3.2743
C -4.7991 -0.9480 -0.6353
C 1.4714 -1.2418 3.5681
C -1.1191 0.1767 -3.2756
C 0.9778 -2.7595 2.0712
C -3.6556 -3.0617 -0.5569
C 2.5377 2.0408 -1.3894
C -1.3072 1.9307 0.9918
C -2.4449 -2.3821 -0.5641
C -0.7082 0.6680 0.9053
C 2.1170 0.7466 -1.6153
C -1.3128 2.6456 2.1945
C -4.8374 -2.3355 -0.5868
C -2.3813 -0.9899 -0.5941
C -0.1206 0.1404 2.0706
B 2.1083 0.7181 2.0415
H 0.3263 0.4187 4.1617
H 1.3374 1.4842 2.5318
H -1.7841 3.6243 2.2387
H 0.8193 -3.2478 4.2216
H -0.4149 2.7716 -5.3547
H 0.6796 -3.6765 1.5814
H 2.8675 3.0546 0.5352
H 1.6429 -0.7144 4.4982
H 2.7817 2.7917 -2.1287
H -1.4332 0.5099 -5.3832
H 0.5185 3.6738 -3.2410
H 0.4432 2.3518 -1.1786
H -0.7361 2.6589 4.2699
H -1.5462 -0.8221 -3.3368
H 1.9654 0.2808 -2.5796
H 3.1825 0.8844 2.5316
H 0.3508 -0.8416 2.0568
H -1.7910 2.3807 0.1280
*
```

For the gap between HOMO and LUMO (alpha / beta), the calculation gives 5.06 / 5.06 eV. As for the highest occupied orbital energy (alpha / beta): -10.7 / -10.7 eV. For the total energy, the calculation gives -8094.634681 hartree. The largest force on an atom is 8.3 eV/A.



Copy entry 2 word for word.
Formula: C24H18BNO10S
Source: OMol25
Level of theory: ωB97M-V with the def2-TZVPD basis set

ORCA input file:
```
! wB97M-V def2-TZVPD RIJCOSX def2/J DEFGRID3
* xyz 0 1
S -0.7499 2.0386 3.6383
O 5.5599 -1.5105 3.9115
O 0.6672 0.3454 -3.7609
O -3.8169 2.3861 -9.3792
O 5.8233 -0.4084 6.1665
O 1.8047 -1.1727 1.4789
O -2.2678 1.9689 -4.9573
O -1.5155 -0.6259 -5.2974
O 0.6133 1.1993 0.8657
O 1.7769 -2.0619 -3.1406
O -3.1460 -0.2334 -9.6925
N -0.1210 0.0150 5.9493
C -2.0664 -1.7316 5.3274
C 0.6135 0.8442 -1.4640
C -2.0879 0.0671 -6.3202
C 3.6558 0.1415 4.6066
C 2.2094 1.8117 3.0855
C 1.5328 -1.3199 -2.2042
C 1.8295 -1.6832 -0.8152
C 0.9144 0.0114 -2.4623
C -3.2774 -2.1599 4.4227
C 2.4481 -0.2861 5.4915
C -2.3048 -0.5028 -7.5078
C -1.7653 0.4896 3.9020
C 1.5321 -0.8492 0.1847
C -3.7742 -1.2257 3.2580
C -1.2684 -0.4039 5.1051
C 3.5861 1.1534 3.4365
C -2.9917 0.1150 3.0122
C -2.9197 0.2583 -8.6000
C 0.8881 0.4715 -0.0718
C 1.0732 0.3652 5.1469
C -3.2696 1.6851 -8.3479
C 0.9801 1.3927 3.9512
C -2.4631 1.4866 -6.0594
C -3.0561 2.2542 -7.1597
B 5.0878 -0.5917 4.9478
H 2.2946 -2.6447 -0.6434
H 2.0745 2.5439 2.2176
H 4.7079 -1.8487 3.5296
H 6.1208 -1.3233 6.4093
H 0.9713 -0.4203 -4.2887
H -0.3860 0.9036 6.4243
H 0.1624 1.8122 -1.6380
H -3.8688 1.7547 -10.1235
H -3.3098 0.8393 2.1746
H 1.4960 -0.4100 2.0115
H -3.3075 3.2878 -6.9631
H -3.8415 -3.1483 4.5635
H -1.4684 0.0041 -4.5503
H -4.6532 -1.5399 2.6017
H 4.5016 1.4271 2.7959
H -2.0394 -1.5321 -7.7093
H -1.7351 -2.4047 6.1910
H 2.5465 -1.0351 6.3494
*
```

For the gap between HOMO and LUMO, the calculation gives 6.68 eV. As for the highest occupied orbital energy: -8.3 eV. The structure (SMILES) is OB(O)c1ccc2c(c1)Nc1ccccc1S2.O=C1C=C(O)C(=O)C=C1O.O=C1C=C(O)C(=O)C=C1O. For the total energy, the calculation gives -2155.352128 hartree. The largest force on an atom is 4.9 eV/A.